Entry 1:
# C22H38F2N4O7P

A 3-piece molecular cluster, C22H38F2N4O7P overall (the ωB97M-V functional and the def2-TZVPD basis, the OMol25 dataset).

```
74
Properties=species:S:1:pos:R:3:forces:R:3
F 5.2851 -1.3731 3.8744 -0.47 -0.41 -2.35
C -6.7974 -0.0809 2.1196 -0.02 0.12 0.00
H -1.1692 3.1947 -0.6773 0.04 0.00 -0.03
C 0.6213 -3.6310 -1.1825 0.18 0.34 0.32
H -3.9469 5.8569 -0.9547 -0.01 -0.03 -0.09
O 4.9995 -4.2049 -1.0472 -0.16 -0.26 0.29
H 0.9763 4.3978 -0.1156 0.10 -0.07 0.00
H -2.1881 0.9622 -0.7137 -0.01 -0.07 -0.07
H -7.1832 -0.5644 0.0719 0.07 0.03 -0.02
H 1.9451 0.6273 -1.2887 -0.19 -0.61 0.03
C -0.5279 4.1419 -2.5202 -0.09 -0.01 -0.07
C -5.2937 -1.4415 0.5726 0.02 0.05 -0.14
O 3.7782 1.8358 1.7491 0.04 -1.01 -1.11
N 1.3818 -1.2530 -1.2767 -0.10 -1.90 0.60
O 3.3493 -0.6325 3.2045 -0.60 -0.27 -0.70
H -5.0783 -1.6089 -0.4878 0.01 -0.02 0.03
C -3.2160 0.0491 0.9501 0.06 -0.05 0.01
H 5.6278 -6.1456 1.2999 -0.33 0.23 -0.94
H -1.6403 5.3699 -0.1908 0.03 0.02 -0.01
C 2.6680 -2.6597 0.2508 0.78 0.30 0.13
H -5.9801 0.2245 2.7769 -0.04 -0.02 0.01
H 1.8420 3.3483 -1.2499 -0.02 0.15 -0.07
H 0.2798 5.9596 -1.6810 -0.01 -0.01 -0.04
H 6.3625 -6.3800 -0.3605 -1.01 0.48 0.54
H -3.3356 -2.0798 1.1637 -0.08 0.00 0.02
H 5.5418 1.2000 0.3252 -0.56 -0.73 -0.82
C 4.5594 -5.0924 -0.3835 0.70 -0.20 -0.20
O -0.7411 -3.2731 -0.8136 0.73 -0.84 -1.45
H -0.8149 6.2061 -3.0198 0.00 -0.03 0.03
C -0.6639 5.6110 -2.1134 0.10 0.05 0.12
C -3.9830 -1.2135 1.3295 -0.12 -0.02 0.18
H 0.8499 -4.5888 -0.6537 0.15 0.91 -0.41
C -2.7617 0.0562 -0.5021 0.03 0.22 -0.02
N 4.6326 -1.7383 1.5930 0.83 2.14 1.03
H 0.7032 -3.8247 -2.2841 -0.32 0.48 1.01
H -5.9113 0.6187 0.2855 0.01 -0.04 -0.02
O 6.3321 -1.7379 0.0466 -0.48 -0.05 -0.38
H 4.8161 -7.2082 0.0986 0.52 0.97 0.16
H -3.3710 6.1572 -2.5977 0.00 -0.06 0.01
C 2.8761 -4.1033 0.8590 0.71 1.49 0.55
O -1.1902 -3.2642 1.2699 0.04 0.60 -0.79
H -2.3316 0.1247 1.5920 -0.05 0.03 0.04
H -5.7457 -2.3700 0.9373 0.01 0.04 -0.01
H -3.2881 4.5281 -1.9061 -0.03 0.03 -0.03
C 3.5471 -1.5685 0.6545 -3.10 0.39 -2.56
C -1.7946 5.9123 -1.1291 -0.03 0.03 -0.11
C 0.9706 3.4148 -0.5882 -0.07 -0.21 0.10
P 4.1232 1.3321 0.3836 -0.31 2.67 2.43
H -0.2887 2.1474 -1.7710 -0.12 0.00 -0.01
H -4.1837 -1.1906 2.4051 0.00 -0.03 -0.04
H -3.6067 0.0331 -1.1926 0.05 -0.04 0.00
C 4.3366 -1.1825 2.8970 0.21 0.17 2.21
H -3.8171 0.9400 1.1536 0.00 -0.05 0.01
O 3.1462 -5.0911 -0.1322 0.46 0.04 0.96
C -6.3181 -0.3124 0.6925 -0.05 -0.11 0.03
H -7.5515 0.7083 2.1434 0.02 -0.05 0.06
H 1.9780 -4.3168 1.4927 0.67 -0.26 -0.76
C 5.9080 -1.3234 1.0595 1.75 -0.30 -0.49
H -7.2466 -0.9880 2.5318 0.04 0.04 0.01
C 5.4026 -6.2516 0.2077 -0.69 -0.84 -0.38
H -1.7587 6.9758 -0.8764 0.05 -0.06 0.03
C 1.5796 -2.4642 -0.7357 1.45 0.48 0.66
C -0.3178 3.1654 -1.3629 0.10 -0.01 -0.15
H 3.7688 2.3626 -0.5543 0.07 -1.21 -0.40
F 6.6902 -0.4257 1.7480 -1.99 -1.07 0.25
C 3.1979 -0.2612 0.0099 0.48 -3.21 0.27
N -0.6496 -2.6512 0.4301 -0.05 -0.23 2.00
H 1.0883 2.6671 0.2039 0.03 0.10 0.11
H 0.3134 4.0524 -3.2169 -0.02 -0.01 0.02
H -2.1224 -0.8055 -0.7121 -0.06 0.00 -0.10
C -3.1779 5.5918 -1.6830 -0.03 -0.01 0.14
N 2.1570 -0.2927 -0.8677 1.68 1.91 0.77
H 3.7729 -4.0129 1.5400 -1.09 -0.17 -0.45
H -1.4155 3.8348 -3.0809 0.03 0.01 0.02
```
Forces are in eV/Å.

## Properties
Total charge: +1
Highest occupied orbital energy: -12.669 eV

---

Entry 2:
# C13H5F3IIrN4O12S2

C13H5F3IIrN4O12S2 as an isolated structure (the ωB97M-V functional and the def2-TZVPD basis, the OMol25 dataset).

```
41
Properties=species:S:1:pos:R:3:forces:R:3
O -1.5470 2.6100 -2.1642 -0.12 0.13 -0.05
N -2.4381 -0.7862 1.4638 -0.07 0.20 0.28
O 0.3047 7.6824 1.1287 0.09 -0.01 -0.01
O -3.3147 -3.0131 -1.2713 0.04 0.01 -0.06
S 1.0098 -1.3634 1.8903 -0.12 0.01 0.12
O -1.2069 -2.8458 0.0220 -0.16 0.03 0.07
C 2.1895 -0.1017 1.7180 0.01 0.05 0.04
O -3.2595 -1.6109 0.6903 0.12 -0.14 -0.33
H 2.5359 2.0986 -0.6805 -0.02 0.00 0.00
C -0.1311 3.8248 2.2311 -0.06 -0.02 -0.02
F 3.7537 -1.8327 3.5952 0.00 0.03 0.01
Ir 0.1232 -0.5791 -0.1962 0.31 -0.62 -0.58
C 2.7728 1.6132 0.2593 0.05 -0.03 0.00
S -2.3478 -2.2075 -0.6128 0.04 -0.02 0.24
O -0.0624 7.2242 -0.9452 0.09 -0.01 0.00
O -0.4494 4.1118 4.4847 -0.03 0.00 0.03
O -3.0033 -0.3836 2.4006 -0.04 -0.07 -0.09
H 4.4511 2.8456 0.7798 -0.01 0.01 0.01
N 0.0672 6.9104 0.2190 -0.24 0.03 0.02
O 0.7463 2.4404 3.8122 0.02 -0.03 0.03
O -1.8987 -0.9960 -1.3185 -0.09 0.15 0.25
O -0.8552 1.6767 1.5922 0.07 -0.09 0.03
C 3.4850 -0.5381 3.8398 0.01 -0.05 -0.01
N 0.0581 3.4166 3.6267 0.08 -0.01 -0.07
O -0.0345 1.2302 -1.2461 -0.29 0.38 -0.15
C -0.4023 4.5854 -0.4399 0.07 0.17 0.00
C 3.8231 2.0138 1.0643 0.03 -0.04 0.04
C 4.0557 1.3014 2.2365 0.00 0.09 -0.05
H 4.8678 1.5805 2.8935 0.00 0.00 0.00
N 1.9958 0.5928 0.5915 0.08 0.10 0.13
C -0.5078 2.8030 1.2495 -0.04 0.08 -0.02
C -0.1136 5.4930 0.5680 0.06 -0.05 -0.09
H 0.2529 5.8704 2.6722 0.00 0.01 -0.01
F 2.4320 -0.5007 4.6671 0.01 0.00 0.00
C -0.7862 2.2782 -1.2838 0.22 -0.35 0.12
C -0.5568 3.2508 -0.1398 -0.01 0.01 0.01
F 4.5398 -0.0472 4.5264 0.00 0.00 0.00
I 1.6578 -1.9808 -1.9485 -0.03 0.15 0.08
C 0.0297 5.1303 1.9186 0.01 -0.06 0.05
C 3.2472 0.2340 2.5742 -0.05 -0.01 0.02
H -0.5056 4.9252 -1.4605 -0.01 -0.03 -0.01
```
Forces are in eV/Å.

## Properties
Total charge: -1
ΔE to the lowest compared entry with this formula, charge and spin: 76.2 kJ/mol
Highest occupied orbital energy (spin up / spin down): -5.487 / -5.896 eV
⟨S²⟩: 8.8149
Multiplicity: 6

---

Entry 3:
# C38H40Br6F4O9

C38H40Br6F4O9 as an isolated structure (the ωB97M-V functional and the def2-TZVPD basis, the OMol25 dataset).

```
97
Properties=species:S:1:pos:R:3:forces:R:3
C -1.9758 -4.4495 -1.3859 -0.01 0.06 0.17
O -2.1660 -2.7288 -6.4615 0.56 -0.53 -0.39
F -1.4553 -2.9143 0.3395 -0.07 -0.22 -0.19
H -2.3737 -0.2588 1.9035 0.09 0.12 -0.03
C 0.1212 1.6044 0.9380 -0.47 0.94 0.42
H 0.3193 -5.1855 1.2735 -0.04 0.02 -0.09
C -1.3652 3.8719 -1.5393 -0.68 0.07 -0.07
H 1.2428 -3.1304 0.2200 0.04 -0.29 -0.34
H -1.4527 -3.8156 -2.0843 -0.05 0.11 -0.18
H 0.9016 2.1338 1.4879 0.38 -0.29 -0.28
H -0.6625 2.3619 0.8290 -0.15 -0.19 0.02
C 2.8453 3.8024 -3.2733 0.13 0.28 -0.68
C -2.5488 3.2833 -1.9625 0.04 -0.56 -0.33
H 1.5244 6.5852 -1.8585 0.09 0.01 -0.04
H -3.5331 -7.4316 -1.1503 -0.22 0.00 0.28
C -2.0553 -4.0740 -0.0623 0.34 0.12 0.22
H -3.7578 -6.6332 1.2484 -0.02 -0.07 -0.11
H 2.3957 5.4328 0.1939 -0.24 -0.07 0.02
Br 0.6243 -1.2792 3.2989 0.08 0.03 0.09
O 3.5182 2.5528 2.3994 0.11 -0.04 -0.15
H 5.4023 3.0117 6.1228 -0.02 -0.05 0.03
C 2.1319 -5.6004 2.3471 -0.59 0.26 -0.64
C 2.2387 5.0403 -3.1464 -0.20 -0.05 0.19
H 5.5007 1.2459 5.9900 0.02 0.06 0.06
H 3.2169 2.2348 5.2750 0.20 -0.16 0.14
H 2.8770 -1.8114 4.1884 0.18 0.39 0.18
O 0.6267 -0.9694 -1.4500 0.22 -0.16 -0.26
H -5.7764 -0.5613 -5.3508 0.21 0.03 -0.15
C -5.1913 0.1072 -4.7107 -0.43 -0.12 -0.54
C -3.1566 -6.4752 -0.8129 -0.16 0.23 -0.42
C 3.1920 -3.4079 1.0035 0.96 0.62 0.92
O -1.3884 -0.8966 -2.4597 0.16 -0.08 -0.47
H 6.2723 2.2846 4.7758 -0.07 -0.10 -0.13
C 2.9733 3.6746 -0.8972 0.35 -0.32 0.49
C 4.0507 3.2308 3.5301 0.82 0.52 0.57
C 4.1093 2.1623 4.6474 -0.14 0.50 -0.92
Br -3.8103 0.2585 -0.0888 0.12 -0.36 0.23
C -2.6583 5.4158 -0.2152 -0.19 -0.25 0.43
Br 1.7861 -0.5848 6.1775 0.31 -0.05 -0.34
C 2.4458 4.9558 -0.7759 -0.12 -0.44 -0.36
H -3.1715 0.1186 -3.9001 0.06 -0.17 0.14
H -3.6529 -1.9057 -2.7309 -0.04 0.01 0.01
C -2.6627 -4.8508 0.9051 0.08 0.15 -0.40
C 3.9500 -4.0914 1.9506 -0.85 -0.27 -0.49
O 3.9762 0.9550 3.8685 0.39 -0.16 0.06
H 3.7150 2.1422 -2.2419 -0.12 -0.10 0.11
H -5.0865 -2.2505 -3.6833 -0.04 0.00 -0.42
O 3.1962 0.3851 1.8620 0.17 -0.51 -1.10
H 3.4953 4.1357 3.7750 -0.59 -0.37 -0.06
H -0.5047 5.4010 -0.3539 -0.14 0.15 0.10
C 2.0052 5.6163 -1.9138 0.11 0.42 0.02
O -0.7214 0.7423 -1.1017 0.14 0.43 -0.42
C 1.8899 -3.7940 0.7829 -0.65 0.18 0.16
H 5.0533 3.6221 3.3186 0.04 -0.43 -0.28
C -3.4386 -0.2668 1.7338 -0.75 -0.14 -0.01
H 3.6115 -2.4747 0.6384 -0.15 -0.15 -0.32
C 3.4197 -5.1812 2.6052 0.69 -0.54 0.56
C -2.5352 -5.6695 -1.7523 0.20 0.41 -0.17
H 0.9576 1.9515 -0.9914 0.06 -0.16 -0.21
C 3.2017 3.0878 -2.1390 -0.16 0.74 -0.06
H 1.3521 -0.6756 0.4970 -0.49 -0.15 -0.05
C -0.5468 -0.4046 -1.7752 -0.38 -0.27 0.94
H 3.2353 3.1295 0.0030 0.12 0.07 -0.04
F 5.1937 -3.6789 2.2485 0.11 0.08 -0.03
C 1.3502 -4.9008 1.4315 0.21 -0.05 0.18
C 1.2938 -0.1763 -0.4703 0.73 0.63 0.06
H -5.0646 1.0493 -5.2418 -0.07 0.09 0.15
H 1.7074 -6.4471 2.8704 0.11 -0.02 0.04
H -0.4238 3.4462 -1.8558 0.09 0.21 -0.10
C -3.2743 -6.0246 0.4924 0.31 -0.54 0.62
H -2.5645 2.4292 -2.6298 0.15 0.01 0.04
H -2.4849 -5.9514 -2.7956 0.05 -0.17 0.04
H -0.2447 0.8077 1.5839 -0.03 -0.11 -0.16
H -5.8358 0.2345 -3.8393 0.43 0.25 0.27
H -2.6761 6.1844 0.5474 -0.10 0.17 -0.20
C 0.4938 1.1362 -0.4399 -0.01 -0.65 0.71
C 1.9044 -1.7792 4.6568 -0.75 -0.42 0.10
C -4.0521 -1.9131 -3.7457 0.66 0.10 1.28
C 3.5820 1.2138 2.6067 -0.68 0.75 1.54
C -3.8624 -0.5431 -4.4163 -0.59 -1.04 -0.49
H -2.5955 -4.5371 1.9353 -0.24 -0.05 0.07
H 3.0847 3.4877 -4.2831 -0.10 -0.29 0.12
F 1.8696 5.7206 -4.2565 0.14 -0.26 0.23
Br -4.3034 0.9985 2.9085 0.27 0.05 0.13
Br 1.5210 -3.5815 5.2403 0.10 0.06 0.08
H -4.8077 5.1203 -0.2392 0.02 -0.07 0.10
H 4.0077 -5.7225 3.3382 0.12 0.16 -0.04
O -3.2469 -0.9532 -5.6611 0.15 0.64 0.12
F -4.8863 3.0928 -1.8479 0.06 0.08 -0.11
C -1.4388 4.9602 -0.6816 0.70 -0.22 -0.03
C -3.8410 4.7848 -0.5889 0.06 0.28 -0.27
Br -4.0590 -2.0582 2.1789 0.07 0.47 -0.25
C -2.8030 -2.2251 -5.6043 -0.75 0.43 0.15
C 5.4046 2.1724 5.4245 -0.25 -0.07 0.21
H 2.3355 -0.0123 -0.7461 -0.08 -0.05 -0.34
C -3.7562 3.7392 -1.4876 -0.01 0.15 0.40
O -3.2552 -2.8386 -4.4935 -0.13 0.26 -0.02
```
Forces are in eV/Å.

## Properties
Total charge: 0
ΔE to the lowest compared entry with this formula, charge and spin: 0.0 kJ/mol
Highest occupied orbital energy: -9.172 eV

---

Entry 4:
# C3H3N3

One molecule with the formula C3H3N3 (the ωB97M-V functional and the def2-TZVPD basis, the OMol25 dataset).

```
9
Properties=species:S:1:pos:R:3:forces:R:3
C -0.8033 -1.3212 1.0298 0.17 -0.86 0.45
N -0.6266 -2.3366 1.5566 -0.20 0.99 -0.46
N 1.2833 0.9465 -0.6846 -0.01 -0.10 0.05
H 1.7874 1.1487 0.1631 -0.04 -0.12 -0.04
C 0.0614 0.4031 -0.5592 -0.27 -0.19 -0.22
H 1.8444 0.6530 -1.4702 -0.11 0.17 -0.06
C -0.9724 -0.0508 0.3389 -0.12 0.04 0.29
H -1.6610 0.6465 0.8128 0.07 -0.12 -0.11
N -0.9133 -0.0894 -1.1873 0.49 0.18 0.11
```
Forces are in eV/Å.

## Properties
SMILES: N#C[C@@H]1N=C1N
Total charge: 0
ΔE to the lowest compared entry with this formula, charge and spin: 159.6 kJ/mol
Highest occupied orbital energy: -10.378 eV

---

Entry 5:
# C5H8O2

One molecule with the formula C5H8O2 (the ωB97M-V functional and the def2-TZVPD basis, the OMol25 dataset).

```
15
Properties=species:S:1:pos:R:3:forces:R:3
C -0.0756 -0.6267 -0.1310 -0.03 -0.07 -0.04
H -2.6106 1.1694 0.7273 0.17 0.02 -0.09
H 0.5055 1.2386 -1.1082 -0.06 -0.14 -0.04
C 0.8043 -0.2936 1.0925 -0.05 -0.12 0.23
O -1.6713 0.9712 0.6436 -0.22 0.23 -0.01
C -1.5019 -0.1205 -0.2387 0.21 -0.16 -0.52
C 0.8481 0.1978 -1.0411 1.06 -0.02 0.34
H -1.4637 0.2056 -1.3159 -1.22 -0.20 0.79
C 1.8948 0.1657 0.1334 0.15 0.16 -0.21
H 1.0389 -0.1933 -2.0462 0.34 0.15 0.25
O 3.0653 0.3958 0.2822 -0.77 -0.20 -0.40
H 0.3976 0.5671 1.6342 0.09 -0.14 0.01
H -0.0338 -1.6895 -0.3911 0.02 0.16 0.04
H 1.0642 -1.0941 1.7865 0.00 0.10 -0.01
H -2.2619 -0.8935 -0.0275 0.30 0.24 -0.33
```
Forces are in eV/Å.

## Properties
SMILES: O=C1CC(CO)C1
Total charge: 0
ΔE to the lowest compared entry with this formula, charge and spin: 146.8 kJ/mol
Highest occupied orbital energy: -9.364 eV

---

Entry 6:
# C4H12N3

An isolated ion of composition C4H12N3 and charge +1 (the ωB97M-V functional and the def2-TZVPD basis, the OMol25 dataset).

```
19
Properties=species:S:1:pos:R:3:forces:R:3
C 1.2894 1.5316 -0.5704 -1.65 -3.17 1.31
N -0.6142 -0.1363 -0.7425 0.02 -0.96 -0.70
H -2.9720 -1.8362 0.5764 -0.07 0.02 -0.08
H -0.9917 -0.1618 -1.6830 -0.53 0.63 0.19
H 1.7015 0.8874 1.5176 0.21 -0.12 0.11
C 0.8296 0.0725 -0.8410 1.32 -0.69 -0.05
H 0.4499 -1.8380 0.7965 -0.05 0.32 0.23
C -1.2384 -1.0207 0.0552 0.75 0.12 -0.44
N -0.5412 -1.7204 0.9410 0.08 0.03 0.29
H 0.4241 2.0597 -0.9571 0.87 1.10 -0.74
H -0.9563 -2.3394 1.6173 -0.23 0.05 -0.09
N -2.5661 -1.1579 -0.0540 -0.42 -0.81 0.53
H -3.0103 -1.1983 -0.9607 0.12 0.60 -0.04
H 1.8187 2.6345 1.1216 0.21 0.03 0.67
H 0.2512 1.9201 1.2751 -0.04 -0.26 0.22
C 1.2733 1.7106 0.9645 0.07 1.33 -1.22
H 2.2673 1.4975 -1.0318 0.08 1.23 -0.19
H 1.1734 -0.2920 -1.8096 -0.41 0.37 -0.44
H 1.4118 -0.6129 -0.2149 -0.33 0.16 0.44
```
Forces are in eV/Å.

## Properties
SMILES: CCCNC(N)=[NH2+]
Total charge: +1
ΔE to the lowest compared entry with this formula, charge and spin: 91.6 kJ/mol
Highest occupied orbital energy: -14.592 eV

---

Number 1: maximum force 4.04 eV/A, electronic energy -58434.404 eV. Number 2: maximum force 0.90 eV/A, electronic energy -84847.904 eV. Number 3: maximum force 1.84 eV/A, electronic energy -489607.586 eV. Number 4: maximum force 1.11 eV/A, electronic energy -7627.896 eV. Number 5: maximum force 1.47 eV/A, electronic energy -9408.310 eV. Number 6: maximum force 3.81 eV/A, electronic energy -8806.785 eV.